(1)
This record from the Open Molecules 2025 dataset describes a 24-piece molecular cluster, C48H112N16O48 overall at a distorted geometry. The level of theory is ωB97M-V with the def2-TZVPD basis set.

Element x y z (Å)
1 C 11.26817 -26.30123 8.11837
2 N 11.13392 -24.82317 8.11496
3 O 11.47490 -24.20528 9.06283
4 O 10.75316 -24.30236 7.13361
5 H 10.66492 -26.62646 7.27077
6 H 10.88903 -26.72177 9.04977
7 H 12.31777 -26.53642 7.94198
8 C 15.28400 -20.58122 12.11341
9 N 15.53479 -19.11631 11.93251
10 O 14.92705 -18.42914 12.68861
11 O 16.32125 -18.82382 11.05571
12 H 15.07944 -20.75177 13.17037
13 H 16.16816 -21.03363 11.66432
14 H 14.49870 -20.81807 11.39556
15 C 13.87802 -13.50880 2.33017
16 N 13.49300 -14.66729 1.58946
17 O 13.50725 -15.68416 2.29243
18 O 13.37957 -14.55695 0.36372
19 H 14.93288 -13.60573 2.58700
20 H 13.41268 -13.44964 3.31407
21 H 13.70549 -12.62414 1.71722
22 C 15.28398 -29.29022 7.79473
23 N 15.22611 -30.22033 8.90500
24 O 16.26624 -30.55653 9.51104
25 O 14.14554 -30.81333 8.99854
26 H 16.09263 -28.57437 7.94216
27 H 14.39420 -28.67771 7.64900
28 H 15.53803 -29.77869 6.85402
29 C 10.13814 -19.18912 7.03801
30 N 9.38008 -19.05934 8.29375
31 O 9.83809 -19.65092 9.24298
32 O 8.49634 -18.18521 8.25296
33 H 9.54372 -18.96822 6.15146
34 H 10.64571 -20.15361 7.05313
35 H 10.85965 -18.38652 7.19083
36 C 20.38865 -23.48756 12.44932
37 N 18.97578 -23.83631 12.06691
38 O 18.55889 -24.91433 12.39309
39 O 18.28699 -22.93972 11.54518
40 H 20.42079 -23.13754 13.48109
41 H 20.67194 -22.63680 11.82961
42 H 21.05590 -24.33752 12.30631
43 C 18.86526 -26.99694 7.95958
44 N 17.97351 -25.77886 8.09902
45 O 16.98692 -25.93390 8.89001
46 O 18.27603 -24.70534 7.55731
47 H 19.26646 -27.01786 6.94631
48 H 18.34936 -27.94346 8.12097
49 H 19.63221 -26.91697 8.72996
50 C 10.36867 -23.08240 3.67577
51 N 9.96798 -21.70890 3.39388
52 O 10.86594 -20.97099 2.93813
53 O 8.81956 -21.37386 3.79014
54 H 10.62931 -23.12415 4.73333
55 H 11.24397 -23.36688 3.09180
56 H 9.53147 -23.73950 3.44037
57 C 19.83902 -23.83312 5.07938
58 N 18.42938 -23.86292 4.55763
59 O 17.66771 -22.96591 4.81897
60 O 18.08864 -24.71216 3.72964
61 H 19.92936 -23.10468 5.88517
62 H 20.54164 -23.60582 4.27766
63 H 20.04049 -24.79899 5.54265
64 C 17.28420 -14.81450 4.23430
65 N 17.64076 -16.15376 3.68385
66 O 18.79508 -16.42304 3.73076
67 O 16.66885 -16.86397 3.44968
68 H 18.02963 -14.17262 3.76479
69 H 17.45021 -15.00107 5.29530
70 H 16.26156 -14.52970 3.98692
71 C 19.29940 -19.32562 7.00303
72 N 17.81173 -19.06166 7.01215
73 O 17.42086 -18.39359 6.07790
74 O 17.15225 -19.41369 7.99464
75 H 19.64133 -18.69253 7.82179
76 H 19.74907 -19.02948 6.05530
77 H 19.49726 -20.34700 7.32821
78 C 18.34064 -20.11071 2.77955
79 N 19.41153 -20.54077 1.83482
80 O 20.24885 -21.23415 2.36646
81 O 19.37478 -20.06805 0.67205
82 H 17.47582 -19.97508 2.13008
83 H 18.67830 -19.16051 3.19332
84 H 18.09179 -20.82645 3.56305
85 C 13.91266 -16.24017 5.46271
86 N 12.90999 -15.18791 5.94075
87 O 13.24938 -14.02357 6.07257
88 O 11.79714 -15.58742 6.23370
89 H 14.76712 -15.70945 5.04279
90 H 13.54389 -16.76966 4.58422
91 H 14.00013 -17.03522 6.20321
92 C 14.91266 -22.67648 1.66232
93 N 14.27410 -23.80952 0.89032
94 O 13.49779 -24.52252 1.53876
95 O 14.46936 -23.89855 -0.32838
96 H 15.32385 -23.14287 2.55759
97 H 14.09322 -21.98601 1.86201
98 H 15.66858 -22.29625 0.97523
99 C 14.78089 -26.21655 12.18507
100 N 13.59139 -25.91682 11.24086
101 O 12.49638 -26.07562 11.70589
102 O 13.81724 -25.85223 10.05648
103 H 15.04158 -25.25087 12.61821
104 H 15.57236 -26.62696 11.55799
105 H 14.38232 -26.79873 13.01592
106 C 14.93779 -26.76995 3.82933
107 N 15.14535 -26.67141 5.30459
108 O 16.30251 -26.37017 5.64917
109 O 14.15146 -26.84160 6.02105
110 H 15.73052 -26.09380 3.50916
111 H 13.89128 -26.47645 3.74703
112 H 15.16863 -27.79757 3.54858
113 O 9.90820 -17.14030 3.82846
114 C 10.05590 -16.16666 3.00260
115 O 10.60215 -16.24428 1.77569
116 C 11.17957 -17.44286 1.25750
117 C 10.08716 -18.27086 0.66003
118 C 9.60518 -14.78238 3.25855
119 H 11.83887 -17.89672 1.99738
120 H 11.84750 -17.15316 0.44630
121 H 9.64815 -17.62500 -0.10039
122 H 9.34877 -18.57175 1.40323
123 H 10.62547 -19.02768 0.08946
124 H 8.56372 -14.59767 2.99523
125 H 10.29766 -14.09643 2.77064
126 H 9.66807 -14.48926 4.30652
127 O 10.63013 -28.64351 2.64022
128 C 10.31758 -27.69748 3.32361
129 O 9.36609 -26.78831 3.01785
130 C 8.60146 -26.93752 1.84237
131 C 9.12598 -26.04859 0.76070
132 C 11.04274 -27.48369 4.62256
133 H 7.58199 -26.61376 2.05203
134 H 8.72113 -27.98338 1.55961
135 H 8.56883 -26.33386 -0.13166
136 H 10.11392 -26.33659 0.40136
137 H 8.98162 -24.97408 0.87343
138 H 12.10182 -27.73922 4.65660
139 H 10.46999 -27.76429 5.50648
140 H 11.06091 -26.39591 4.68977
141 O 11.93072 -15.70881 11.28557
142 C 11.47185 -16.21285 10.25439
143 O 11.61829 -17.44417 9.83368
144 C 12.50834 -18.28370 10.47144
145 C 11.90157 -18.92648 11.74362
146 C 10.56081 -15.49961 9.24458
147 H 13.48850 -17.83114 10.62167
148 H 12.69577 -19.04401 9.71322
149 H 12.47333 -19.84059 11.90361
150 H 10.84812 -19.17748 11.61973
151 H 12.04086 -18.18335 12.52877
152 H 9.87643 -14.71135 9.55822
153 H 9.95379 -16.23095 8.71094
154 H 11.25204 -14.91476 8.63775
155 O 13.39214 -22.66978 5.23752
156 C 14.02992 -22.06398 6.12282
157 O 14.14954 -20.75033 6.28338
158 C 13.47248 -19.86925 5.44954
159 C 14.22325 -19.68097 4.14167
160 C 14.73943 -22.85242 7.17982
161 H 13.33645 -18.91550 5.95939
162 H 12.44345 -20.18512 5.27804
163 H 13.66229 -18.95908 3.54811
164 H 14.28345 -20.67388 3.69603
165 H 15.25119 -19.39045 4.35853
166 H 15.76295 -23.05279 6.86301
167 H 14.26792 -23.79792 7.44779
168 H 14.84847 -22.39722 8.16420
169 O 16.55510 -16.38418 -1.66656
170 C 15.37059 -16.64647 -1.66858
171 O 14.76529 -17.53936 -0.94079
172 C 15.46330 -18.23018 0.05871
173 C 15.01030 -19.67192 0.37488
174 C 14.41330 -15.97905 -2.59401
175 H 15.24062 -17.54767 0.87889
176 H 16.52560 -18.25728 -0.18393
177 H 15.19427 -20.30658 -0.49199
178 H 13.94685 -19.79606 0.57925
179 H 15.44410 -20.10223 1.27751
180 H 14.15264 -16.73099 -3.33882
181 H 14.82659 -15.10401 -3.09561
182 H 13.50566 -15.65711 -2.08347
183 O 5.74338 -21.94879 8.55295
184 C 6.62595 -21.56694 7.75274
185 O 6.56517 -20.48294 7.00200
186 C 5.46841 -19.53894 7.05122
187 C 4.23034 -19.89922 6.28652
188 C 7.98431 -22.37255 7.56689
189 H 5.81579 -18.58549 6.65328
190 H 5.24724 -19.29534 8.09038
191 H 4.28749 -19.52620 5.26393
192 H 3.44760 -19.26981 6.70991
193 H 4.01028 -20.96670 6.27436
194 H 8.23630 -22.87002 8.50345
195 H 8.73944 -21.63115 7.30574
196 H 7.81069 -23.13970 6.81228
197 O 10.53563 -21.40458 -3.73705
198 C 11.28326 -20.65944 -3.04952
199 O 11.60586 -20.88059 -1.72337
200 C 11.35672 -22.14887 -1.01074
201 C 9.93018 -22.22888 -0.74170
202 C 11.69656 -19.39476 -3.67946
203 H 11.79647 -22.06902 -0.01658
204 H 11.82217 -22.97922 -1.54176
205 H 9.45412 -21.32140 -0.37028
206 H 9.71524 -22.93455 0.06075
207 H 9.33755 -22.51853 -1.60944
208 H 12.67386 -19.30750 -4.15419
209 H 11.85348 -18.66265 -2.88732
210 H 10.95758 -19.08192 -4.41712
211 O 15.70435 -14.83822 7.42977
212 C 16.15422 -15.37480 8.46198
213 O 17.24503 -14.98895 9.13721
214 C 18.18252 -14.07832 8.60224
215 C 19.58388 -14.63594 8.78940
216 C 15.38948 -16.41641 9.13494
217 H 18.05050 -13.11826 9.10119
218 H 18.10669 -13.84483 7.54025
219 H 20.31121 -14.15067 8.13855
220 H 19.73449 -15.68614 8.53939
221 H 19.97552 -14.55020 9.80299
222 H 15.84240 -16.80947 10.04514
223 H 15.15878 -17.21237 8.42689
224 H 14.38515 -16.12635 9.44363

Properties
Frontier orbital gap (eV): 8.6425
2S+1: 1
Total energy (eV): -173666.4592


(2)
This record from the Open Molecules 2025 dataset describes C32H48O24Ti as an isolated structure at a distorted geometry. The level of theory is ωB97M-V with the def2-TZVPD basis set.

Element x y z (Å)
1 Ti 0.02446 -0.38464 0.20948
2 C 2.69205 -1.32234 -4.93371
3 C 1.75568 -2.37985 -4.34534
4 C 2.49734 -3.60464 -3.77610
5 O 2.19707 -3.60994 -2.38403
6 C 1.32667 -2.62499 -2.10720
7 O 0.82289 -2.41957 -1.05352
8 O 1.15727 -1.83095 -3.18413
9 H 3.59460 -1.29373 -4.32113
10 H 2.24504 -0.33021 -4.89881
11 H 2.93933 -1.48942 -5.98250
12 H 0.99194 -2.63445 -5.08158
13 H 3.56933 -3.48753 -3.95863
14 H 2.31785 -4.59914 -4.18485
15 C -4.52672 -4.71459 3.34315
16 C -3.43635 -4.83688 2.30156
17 C -3.90481 -4.75495 0.84667
18 O -2.79648 -4.06988 0.25804
19 C -2.18586 -3.31191 1.16681
20 O -1.49448 -2.38168 0.89824
21 O -2.59558 -3.68280 2.41030
22 H -4.13312 -4.86163 4.34985
23 H -5.22001 -5.54917 3.20896
24 H -5.03865 -3.75587 3.34061
25 H -2.84216 -5.73835 2.46949
26 H -4.84546 -4.24008 0.66182
27 H -3.94166 -5.77653 0.47312
28 C 1.61217 2.66955 2.34342
29 C 0.69387 3.54810 3.16286
30 C 0.03808 2.85379 4.35575
31 O 0.18713 3.80940 5.37835
32 C 1.06737 4.77338 5.05915
33 O 1.52717 5.54921 5.82948
34 O 1.48714 4.56598 3.78558
35 H 1.00107 1.93584 1.81338
36 H 2.29924 2.08957 2.95657
37 H 2.11390 3.24603 1.56776
38 H -0.07778 4.06746 2.59105
39 H 0.41369 1.85562 4.57702
40 H -0.98091 2.69781 3.99161
41 C 5.87318 -1.10556 -1.40047
42 C 5.51503 -0.94471 0.07816
43 C 5.30617 0.53448 0.47433
44 O 3.99606 0.57045 1.04255
45 C 3.39695 -0.62520 0.87349
46 O 2.30038 -0.92098 1.22766
47 O 4.21223 -1.49751 0.27629
48 H 6.92278 -0.89716 -1.61251
49 H 5.28877 -0.50074 -2.09429
50 H 5.70349 -2.15959 -1.62936
51 H 6.25543 -1.44800 0.69508
52 H 5.33081 1.18153 -0.40189
53 H 6.03224 0.86477 1.21345
54 C -2.13369 5.47834 -1.78027
55 C -2.70059 4.58888 -0.69369
56 C -3.62361 3.45218 -1.09136
57 O -2.98243 2.26210 -0.68010
58 C -1.78986 2.58967 -0.07697
59 O -1.07225 1.79568 0.43748
60 O -1.58559 3.90842 -0.10086
61 H -2.85925 6.18290 -2.19249
62 H -1.64996 4.95341 -2.60602
63 H -1.35098 6.13279 -1.39037
64 H -3.16983 5.20721 0.07424
65 H -3.74410 3.46088 -2.17940
66 H -4.61710 3.56928 -0.65864
67 C -3.06841 -1.38812 5.92419
68 C -1.64779 -0.89668 5.75355
69 C -0.54073 -1.92538 5.55586
70 O 0.09022 -1.55054 4.30878
71 C -0.58116 -0.52968 3.77085
72 O -0.30573 -0.00821 2.72690
73 O -1.60913 -0.15739 4.52777
74 H -3.51521 -1.80900 5.03090
75 H -3.68814 -0.57875 6.30669
76 H -3.07840 -2.18161 6.67808
77 H -1.36613 -0.32201 6.63917
78 H -1.01997 -2.89807 5.44581
79 H 0.21189 -1.85055 6.33254
80 C -5.39786 -1.21759 -3.12273
81 C -4.02301 -1.87969 -3.06700
82 C -3.03737 -1.56413 -4.15936
83 O -1.99915 -0.84691 -3.51181
84 C -2.22555 -0.80174 -2.18520
85 O -1.48311 -0.32888 -1.37968
86 O -3.41029 -1.36931 -1.87604
87 H -5.83069 -1.45318 -4.09963
88 H -5.34903 -0.13707 -2.98236
89 H -6.10395 -1.54972 -2.36279
90 H -4.10222 -2.96519 -2.96405
91 H -3.50333 -0.95687 -4.93699
92 H -2.65779 -2.50939 -4.54778
93 C 3.81383 2.71473 -4.43883
94 C 3.90486 2.34665 -2.95979
95 C 3.46072 3.39445 -1.92938
96 O 2.63679 2.69655 -1.02558
97 C 2.21024 1.55549 -1.59026
98 O 1.39973 0.78354 -1.16739
99 O 2.95002 1.29496 -2.68636
100 H 4.26254 1.86230 -4.95044
101 H 4.45174 3.58665 -4.57809
102 H 2.78326 2.79491 -4.77342
103 H 4.87141 1.87239 -2.77330
104 H 2.83947 4.16952 -2.39705
105 H 4.25084 3.99402 -1.47830

Properties
Frontier orbital gap (spin up / spin down) (eV): 3.6319 / 10.4250
<S²>: 3.75
2S+1: 4
Charge: +1
Total energy (eV): -106213.5077


(3)
This record from the Open Molecules 2025 dataset describes CH32FO17SSi2 as an isolated structure at a distorted geometry. The level of theory is ωB97M-V with the def2-TZVPD basis set.

Element x y z (Å)
1 O 1.17393 1.99030 1.23705
2 C 1.94041 1.13304 0.64748
3 O 3.30653 1.30931 0.49182
4 Si 1.01478 -0.46071 0.03151
5 O -0.55478 -0.02880 -0.65040
6 Si -1.68365 -0.22159 0.67004
7 F -1.80149 -1.89490 1.06569
8 S -3.59088 0.50897 -0.09846
9 H 0.81917 -1.27143 1.25836
10 H 1.78549 -1.16543 -0.98538
11 H -1.23743 0.57037 1.83534
12 H -3.55850 1.88153 0.14169
13 O 1.12265 -3.98251 -0.29365
14 H 1.19460 -4.86989 -0.66502
15 H 0.62683 -4.11044 0.52470
16 O -3.49764 -2.11068 -2.33217
17 H -3.20567 -1.48410 -1.65698
18 H -2.79996 -2.07667 -2.99788
19 O 5.42241 -0.70213 0.27869
20 H 5.01583 0.02134 0.78000
21 H 5.58077 -0.31977 -0.59402
22 O -3.00568 3.95446 0.43817
23 H -3.05983 4.86086 0.76339
24 H -2.63672 4.04617 -0.45058
25 O 3.01133 0.06540 -2.87878
26 H 3.30986 0.69235 -2.20200
27 H 3.69916 0.10724 -3.55314
28 O 7.87292 -0.95254 -1.08522
29 H 7.93895 -1.84140 -1.45300
30 H 7.37677 -1.07627 -0.26136
31 O -4.70437 -1.94380 2.65013
32 H -4.01213 -1.62196 2.05959
33 H -4.52601 -2.89170 2.72514
34 O -5.60201 -4.56535 1.85602
35 H -6.51000 -4.41033 1.56766
36 H -5.24780 -5.17492 1.19718
37 O 2.66512 4.42056 2.56120
38 H 2.62273 4.35309 3.52166
39 H 2.44730 3.52580 2.25341
40 O 8.51522 -2.60454 1.38463
41 H 7.89699 -2.50816 2.11950
42 H 8.90759 -1.72722 1.29260
43 O -7.71695 -2.12356 3.68672
44 H -7.35743 -2.38129 4.54335
45 H -6.93956 -1.84392 3.18186
46 O -3.36279 2.62417 -3.07768
47 H -3.47531 1.89944 -2.44776
48 H -3.26097 2.18063 -3.92847
49 O -5.39340 4.76751 -3.98205
50 H -6.22253 4.28146 -3.90499
51 H -4.77872 4.27201 -3.42126
52 O 4.90114 2.64356 -1.49881
53 H 4.28118 2.73631 -0.75688
54 H 5.29260 3.52013 -1.58866

Properties
Frontier orbital gap (eV): 7.5124
2S+1: 1
Charge: -1
Total energy (eV): -65678.5797


(4)
This record from the Open Molecules 2025 dataset describes C3H5CuO as an isolated structure at a distorted geometry. The level of theory is ωB97M-V with the def2-TZVPD basis set.

Element x y z (Å)
1 H -0.69014 -0.09631 -1.27326
2 O 2.70609 -2.18715 -1.10103
3 C 1.87738 -2.56706 -0.42841
4 C -1.00615 0.37427 -0.33705
5 C -0.22388 1.32556 0.49243
6 H -2.09071 0.37850 -0.23282
7 H 0.79976 1.47587 0.11881
8 H -0.70256 2.32379 0.46197
9 H -0.19008 1.02793 1.54859
10 Cu -0.47970 -2.05541 0.75078

Properties
Frontier orbital gap (spin up / spin down) (eV): 7.6676 / 9.6561
<S²>: 0.76
2S+1: 2
Charge: +1
Total energy (eV): -49868.8313


(5)
This record from the Open Molecules 2025 dataset describes C5H8Cl12 as an isolated structure at a distorted geometry. The level of theory is ωB97M-V with the def2-TZVPD basis set.

Element x y z (Å)
1 C 2.56582 -2.74134 1.59129
2 Cl 3.72935 -2.65753 2.89271
3 Cl 3.37830 -2.67450 -0.02237
4 Cl 1.33588 -1.58488 1.57644
5 H 2.15625 -3.74229 1.72711
6 C -1.06065 2.36804 -0.89847
7 Cl -1.62321 2.06757 0.74422
8 Cl 0.71631 2.65245 -0.95350
9 Cl -1.91858 3.75310 -1.56254
10 H -1.28579 1.43586 -1.41659
11 C 2.38241 0.66778 0.61288
12 Cl 3.04331 2.14450 -0.26196
13 Cl 2.57852 0.79674 2.38312
14 H 1.35308 0.51505 0.28845
15 H 2.89270 -0.20689 0.20958
16 C -3.29084 0.59776 -1.18568
17 Cl -4.92300 1.29703 -1.45521
18 Cl -2.79382 -0.55862 -2.49705
19 H -2.56148 1.37175 -0.94681
20 H -3.31729 0.01876 -0.26256
21 C -0.56153 -1.23938 -0.11607
22 Cl -2.26128 -1.03059 0.39422
23 Cl 0.01209 0.29695 -0.72762
24 H -0.00471 -1.53674 0.77255
25 H -0.54185 -2.01057 -0.88613

Properties
Frontier orbital gap (eV): 9.7064
2S+1: 1
Total energy (eV): -155574.5500


Among the records above, which one has the lowest total energy?
C48H112N16O48